A cluster of 5 separate species, C2H12O4 in total in a non-equilibrium geometry, computed with ωB97M-V with the def2-TZVPD basis set.

Last column: Mulliken charge in e.
CARTESIAN COORDINATES (ANGSTROEM)
C -1.66281 -0.15301 -1.09797  -0.22
C -2.24324 0.06401 0.12966  -0.60
H -2.16907 0.28987 -1.94829  0.30
H -0.60869 -0.22617 -1.10040  0.02
H -1.98741 -0.37911 1.05773  0.29
H -3.21225 0.52899 0.19969  0.23
O 0.17305 0.07326 1.97897  -0.67
H 0.81538 -0.70297 1.80782  0.39
H 0.48004 0.46418 2.78634  0.29
O 0.08965 2.16307 -0.04657  -0.67
H -0.73995 1.89200 -0.46082  0.35
H 0.13251 1.50150 0.69571  0.37
O 1.91674 -0.31438 -1.70862  -0.70
H 1.33143 -0.10605 -2.44021  0.30
H 1.91310 0.50603 -1.18130  0.37
O 2.00447 -1.79474 0.84180  -0.69
H 1.60848 -1.23727 0.08370  0.36
H 2.15856 -2.56922 0.40277  0.28

Its charge is 0. For the total energy, the calculation gives -10457.3851 eV. As for the SMILES: C=C.O.O.O.O. Its HOMO energy is -10.016 eV. The energy relative to the best compared isomer or geometry (same formula, charge and spin) is 155.2 kJ/mol.